Entry from the Open Molecules 2025 dataset: a 5-piece molecular cluster, C44H74N7O3 overall (ωB97M-V/def2-TZVPD).

Structure (XYZ):
```
128
Properties=species:S:1:pos:R:3:forces:R:3:mulliken_charge:R:1
H -3.224947 -0.600299 5.795574 0.03 0.10 -0.02 -0.13
H 2.630342 -0.943528 1.295845 0.20 0.09 0.05 -0.26
H -2.924052 -2.491020 6.372435 0.04 -0.04 0.00 0.29
C 2.018493 -1.376699 2.086742 -0.25 0.16 0.19 0.29
H 2.224280 3.158709 -0.627464 0.02 -0.07 -0.04 -0.01
H 0.896691 5.562403 -6.110636 0.01 0.01 0.01 0.41
H 7.838496 -3.887084 -2.588812 0.01 0.01 -0.03 0.18
H 6.699878 0.493291 1.865459 0.00 0.01 0.01 0.38
H 1.996319 -0.293705 -3.255612 0.11 0.04 0.02 0.68
C -0.583232 1.825109 8.344222 0.00 0.02 0.02 -0.54
H -0.759759 1.872045 -7.261772 0.00 -0.02 0.00 0.41
C 0.858811 4.618435 -6.626104 -0.02 -0.01 0.01 -0.53
N -5.676482 -2.351603 4.831676 0.31 -0.07 -0.12 -0.77
C -0.022308 2.655886 -7.238844 -0.03 0.02 0.01 -0.58
H -2.024679 0.770248 4.671364 -0.09 0.17 0.01 0.38
H -1.483175 0.858243 -3.393128 0.02 -0.11 -0.02 -0.98
N 7.286366 -3.709497 -1.772055 -0.03 0.01 0.00 0.03
H -4.183294 0.299221 -3.099963 -0.02 0.05 -0.08 0.33
C 1.760509 4.008652 -7.456921 0.01 -0.02 -0.01 -0.48
H 2.494653 -1.172587 3.062457 0.15 0.03 0.06 0.06
H -0.684006 -0.493779 -1.816352 -0.06 0.10 -0.06 0.02
H -1.049705 2.131066 -1.324377 0.08 -0.05 0.04 0.01
H -1.728575 -1.704233 4.213108 -0.06 -0.06 0.04 -0.04
H 1.584777 0.584124 -1.812451 0.00 0.13 0.05 -0.67
H 0.480860 1.839758 8.507699 0.01 0.00 -0.01 0.41
H -0.033019 3.009696 1.389259 -0.01 0.09 0.10 0.40
H 1.280485 2.177477 -3.500451 0.01 0.09 -0.09 0.32
H -1.196839 -3.667171 -3.079827 0.02 -0.04 0.05 0.51
H -5.415882 -1.976547 -1.868314 0.03 -0.07 0.04 0.41
C -0.372119 3.986269 -2.255414 -0.16 0.13 0.23 -0.63
C 6.185240 0.896210 1.010340 0.00 -0.01 0.00 -0.64
H -1.898810 -2.327840 -2.223740 -0.09 -0.05 0.07 0.36
H -2.674919 -0.505813 -4.727797 0.04 0.08 0.11 0.15
O 1.391953 -3.562521 2.810030 -0.16 0.17 0.06 -0.14
C -2.737593 2.448936 8.179457 0.00 -0.02 0.00 -0.52
H 0.770338 1.010748 -4.680626 -0.08 0.00 -0.07 0.64
C 5.535235 -3.350244 -0.461225 0.00 0.08 0.04 0.01
H 0.052987 0.454748 3.619835 0.20 0.08 0.27 0.19
N -3.751939 -2.925688 5.984894 0.25 0.47 -0.12 -0.61
C -6.626736 -0.501046 -2.876032 0.00 -0.11 0.05 -1.17
H 4.355603 0.362017 -1.615299 -0.03 0.00 -0.01 0.55
H -4.223492 -0.742565 3.225883 -0.11 -0.06 -0.01 0.40
H 2.717565 4.407778 -7.747422 0.01 0.00 0.00 0.43
H -1.284234 -5.226382 1.991975 -0.06 0.00 -0.01 0.34
H 0.489023 -1.205239 4.091397 0.01 0.11 0.17 0.44
H -3.381389 0.546855 7.535388 -0.07 0.07 -0.03 0.26
C 1.162424 0.184867 -2.731553 -0.05 -0.18 -0.15 0.08
H 6.779585 -3.164159 1.393058 -0.01 -0.03 0.02 0.43
H 1.589660 1.555171 2.704910 -0.04 -0.04 0.07 0.71
H -2.159354 -2.778459 -5.217679 -0.13 -0.19 -0.08 0.36
H 1.545571 3.742611 1.655682 0.06 0.04 0.02 0.36
H 1.646733 2.023617 -8.491930 0.01 -0.01 0.00 0.42
C -1.519862 -2.632311 -3.199349 0.07 -0.01 -0.05 -0.83
H -0.991258 -4.821495 3.677816 0.01 0.11 0.09 0.24
H -4.484632 0.872616 3.880196 -0.13 -0.01 0.05 0.28
C -2.423711 0.287923 3.770413 0.25 -0.17 0.21 -0.67
H -1.094452 4.796220 -2.389197 0.06 0.09 -0.10 0.44
H 0.305802 4.060138 -3.108328 0.09 -0.18 -0.04 0.12
H 4.523689 -3.208869 -0.113131 -0.05 -0.11 0.00 0.77
C 0.573011 -0.877470 1.974392 0.21 0.18 0.05 0.15
C 1.200100 2.761060 -7.846711 0.02 0.02 0.00 -0.37
C 0.592059 0.403737 1.134235 -0.04 -0.37 0.16 -0.03
H -5.561207 -2.214814 -3.601061 -0.03 -0.22 0.12 0.29
H 0.817869 2.151586 -0.812734 -0.05 -0.02 -0.12 -1.39
H 1.112916 5.077440 -1.155276 -0.10 0.17 0.06 0.37
C 7.780855 -3.549883 -0.506701 0.00 0.01 -0.01 -0.47
H 2.519029 1.385021 1.225121 0.11 0.00 0.11 -0.31
C -5.423691 -1.460287 -2.825506 0.06 0.28 -0.25 -0.61
H 4.945281 2.977605 -1.218741 -0.01 0.01 -0.01 0.49
C -0.765544 -4.533364 2.649511 -0.22 -0.13 -0.14 -0.52
H -6.153535 -1.557891 4.413348 -0.01 0.02 -0.03 0.29
C 0.397311 4.277098 -0.952547 0.21 -0.12 -0.21 -1.31
C 6.048426 2.186536 0.566006 -0.01 0.01 -0.01 -0.57
H -2.318488 1.017428 2.965458 -0.04 0.03 -0.06 0.23
H 5.442089 -0.920053 0.228229 0.03 -0.03 -0.06 0.09
O 1.237401 -5.686552 2.037089 -0.16 0.40 0.13 -0.57
H -7.188893 -0.607644 -3.802805 0.00 0.05 -0.08 0.29
H 6.463806 3.062353 1.036092 0.00 0.01 0.01 0.41
H -2.214989 2.890619 -2.361592 -0.06 -0.04 0.09 0.70
C -3.373194 -1.258897 -4.355741 0.07 -0.06 -0.11 -0.64
C 1.032491 2.925148 1.141328 -0.19 -0.12 -0.17 -1.58
C -1.489745 2.907850 8.508566 0.02 0.00 -0.01 -0.42
C 2.057362 -2.832698 1.826856 0.59 -0.26 -0.49 0.26
H -1.250926 3.909512 8.823953 0.01 0.01 0.00 0.39
C 0.631705 1.310107 -3.639625 0.09 -0.22 0.19 -0.81
C -0.825607 1.725105 -3.448252 0.04 0.51 -0.06 0.89
C -0.305877 -1.751473 -3.548385 -0.15 0.08 0.43 -0.82
H -3.692530 2.944625 8.160398 -0.01 0.01 0.00 0.39
H -0.438257 0.776956 1.053680 -0.05 0.12 -0.09 0.42
C 4.940405 0.827024 -0.840061 -0.02 -0.03 -0.02 -0.53
C -4.054906 -0.784297 -3.076758 -0.19 -0.14 0.26 -0.09
H -7.320040 -0.694466 -2.058752 -0.07 0.00 0.01 0.30
H 0.659204 -1.570374 -1.644313 -0.09 -0.02 0.10 0.84
C -3.893294 -0.037487 3.988741 -0.18 0.43 -0.11 -0.81
N -4.127401 -0.622816 5.335026 0.62 -0.70 0.11 -0.18
H 5.343170 -3.676317 -2.655855 -0.02 -0.01 0.00 0.42
H -0.293090 4.667472 -0.202311 -0.11 -0.07 0.05 0.41
N -2.620047 1.133823 7.827516 -0.02 -0.04 0.03 0.08
C -2.630758 -2.596553 -4.247087 0.10 0.21 -0.04 -1.06
H 0.903046 0.125903 0.125171 -0.13 0.09 -0.13 -0.85
H -3.422878 -3.590175 5.294010 -0.28 -0.27 0.13 0.29
C 0.703856 -4.685031 2.428000 0.43 -0.68 -0.09 0.56
H -4.138788 -1.358392 -5.131328 -0.01 0.05 -0.09 0.47
H -1.073410 -3.507953 2.465448 0.00 0.07 0.02 -0.03
N -0.221657 3.790202 -6.502799 0.00 0.02 -0.03 0.06
C 5.921669 -3.586215 -1.752827 0.06 0.03 -0.01 -0.97
H -3.343953 -3.405085 -4.070097 -0.03 -0.04 0.03 0.37
C -4.575460 -1.969752 5.338063 -0.53 0.13 -0.02 0.65
C 1.162428 3.081651 -0.374908 0.23 0.13 0.24 2.27
C -1.558857 -0.929563 3.455190 0.05 0.07 -0.09 -0.39
H 8.837878 -3.606127 -0.311254 0.01 0.00 0.01 0.41
C -1.150180 2.658135 -2.273214 -0.21 -0.06 -0.11 -0.55
N 5.511764 0.081186 0.148618 -0.04 0.00 0.02 0.33
H 0.522389 -2.398867 -3.839398 0.07 0.10 -0.30 0.46
O 2.595530 -3.379251 0.894012 -0.50 0.08 0.28 -0.69
H -3.418126 -0.980788 -2.214570 0.16 0.09 -0.02 0.03
C 5.255133 2.142326 -0.612994 0.01 0.01 0.02 -0.55
H -1.033499 3.979902 -5.945605 0.01 -0.01 0.06 0.26
C 0.167655 -0.908081 -2.362449 0.20 -0.20 0.09 -0.55
H -6.315497 0.539678 -2.799792 0.03 0.06 0.06 0.36
C -1.312030 0.745210 7.923648 -0.05 -0.01 -0.01 -0.36
H -1.007930 -0.258420 7.678626 0.03 0.00 -0.01 0.37
C 1.510469 1.554508 1.615998 -0.02 0.10 -0.13 -0.30
H -1.121849 2.271795 -4.351255 -0.03 -0.09 -0.08 -0.03
H -0.544185 -1.090838 -4.384699 0.01 -0.05 -0.15 0.37
C 6.718806 -3.327319 0.329452 0.03 0.03 0.01 -0.73
C -0.046451 -0.609965 3.348363 -0.14 -0.33 -0.51 -0.64
H -1.866258 -1.344149 2.492556 -0.07 -0.07 -0.01 0.48
```
Positions in Å, forces in eV/Å.

The multiplicity is 1. The calculation puts the orbital gap at 4.59 eV. As for the charge: -1. The HOMO energy is -2.36 eV.